A structure of composition C15H18BrFNO2PS2Tc, computed with the ωB97M-V functional and the def2-TZVPD basis.

energy	-4679.8703	hartree
energy above the lowest of the compared OMol25 structures with the same formula, charge and spin	5.1	kcal/mol
charge	+1
spin multiplicity	3

The geometry in XYZ format:
```
42
Properties=species:S:1:pos:R:3:forces:R:3
Tc 0.560 -0.454 -0.600 -0.704 1.322 -0.148
C -3.129 -1.351 3.289 0.001 -0.016 -0.131
C -3.828 -0.660 2.142 -0.025 -0.053 0.229
O -3.204 -1.037 0.873 0.128 -0.010 -0.233
P -2.373 -0.014 0.029 0.100 0.396 0.398
S -1.572 -0.838 -1.623 0.000 0.075 0.058
S -0.707 0.611 1.079 -0.077 -0.479 -0.658
O -3.398 1.151 -0.250 0.149 -0.352 -0.028
C -3.299 2.065 -1.381 -0.073 0.208 -0.187
C -4.228 1.639 -2.496 0.053 -0.089 0.181
H -3.649 -1.110 4.216 0.008 -0.006 0.006
H -2.095 -1.021 3.377 0.002 0.013 0.006
H -3.149 -2.432 3.153 -0.007 0.007 0.011
H -3.806 0.424 2.253 -0.021 0.006 -0.059
H -4.861 -0.985 2.055 -0.022 0.059 -0.049
H -2.263 2.118 -1.720 0.024 -0.040 0.077
H -3.586 3.035 -0.984 0.067 0.008 0.058
H -3.974 0.645 -2.861 0.024 -0.013 -0.031
H -4.138 2.342 -3.325 -0.017 0.016 0.016
H -5.261 1.631 -2.153 0.002 0.020 -0.011
Br 4.494 -5.306 1.617 -0.123 0.155 -0.034
C 3.453 -3.840 1.090 -0.018 0.041 -0.052
C 3.777 -3.129 -0.061 0.118 -0.174 0.148
C 2.990 -2.062 -0.421 -0.062 0.116 -0.064
N 1.904 -1.679 0.286 0.883 -0.657 0.509
C 1.614 -2.364 1.411 -0.108 0.118 0.019
C 2.353 -3.441 1.841 0.137 -0.106 0.050
H 4.637 -3.403 -0.654 -0.026 0.039 -0.044
H 3.227 -1.470 -1.297 -0.025 -0.004 0.002
H 0.758 -2.012 1.972 -0.023 -0.024 -0.036
H 2.078 -3.958 2.749 -0.005 0.013 -0.002
F 4.142 4.431 -1.714 0.070 0.037 -0.022
C 3.407 3.346 -1.460 -0.166 -0.150 -0.011
C 3.880 2.411 -0.554 0.083 0.037 -0.004
C 3.105 1.298 -0.282 -0.052 -0.131 0.036
C 1.866 1.107 -0.906 -0.238 -0.428 0.002
C 1.429 2.077 -1.813 -0.144 -0.158 -0.073
C 2.195 3.192 -2.107 0.112 0.123 -0.003
H 4.840 2.563 -0.079 -0.025 0.029 0.013
H 3.472 0.576 0.438 0.017 0.041 0.017
H 0.472 1.962 -2.315 -0.011 0.014 0.036
H 1.867 3.941 -2.815 -0.004 -0.003 0.011
```
Forces are in eV/Å.

Atom-resolved charges from Mulliken, all expressed in e:
1. Tc -0.13
2. C -1.04
3. C -0.30
4. O -0.38
5. P 1.31
6. S -0.36
7. S -0.39
8. O -0.41
9. C -0.03
10. C -1.02
11. H 0.39
12. H 0.23
13. H 0.29
14. H 0.35
15. H 0.34
16. H 0.02
17. H 0.31
18. H 0.25
19. H 0.39
20. H 0.31
21. Br -0.06
22. C 0.33
23. C -0.72
24. C -0.10
25. N -0.14
26. C -0.22
27. C -0.63
28. H 0.44
29. H 0.49
30. H 0.42
31. H 0.45
32. F -0.31
33. C 0.39
34. C -0.68
35. C 0.17
36. C 0.08
37. C -0.01
38. C -0.74
39. H 0.44
40. H 0.47
41. H 0.34
42. H 0.45